ORCA calculation (ωB97M-V/def2-TZVPD) on a structure of composition C19H18CdIN3O3S.

Last column: Löwdin charge in e.
Positions of all 46 atoms, in Å:
C  -0.36  1.91  2.87  -0.260
C  -0.36  2.71  1.32  -0.219
H  -1.22  1.23  3.12  -0.125
H  -0.63  2.79  3.48  0.080
H  0.63  1.62  3.24  0.037
H  -1.13  2.44  0.57  0.030
H  -0.73  3.70  1.64  0.078
H  0.67  2.88  0.93  0.062
C  -0.48  -2.78  0.40  -0.211
C  -0.97  -3.95  -0.19  -0.044
C  -1.44  -3.89  -1.50  -0.050
C  -1.41  -2.66  -2.16  -0.006
H  -0.15  -2.77  1.44  0.085
H  -0.97  -4.87  0.40  0.108
H  -1.83  -4.77  -2.01  0.110
H  -1.77  -2.54  -3.18  0.102
N  -0.48  -1.60  -0.22  -0.002
C  -0.91  -1.52  -1.49  -0.227
C  -0.80  -0.21  -2.15  -0.223
N  -0.64  0.88  -1.38  0.048
C  -0.32  2.05  -1.95  -0.135
C  -0.43  1.10  -4.15  -0.043
C  -0.20  2.20  -3.33  -0.047
H  -0.14  2.89  -1.28  0.094
H  0.08  3.18  -3.72  0.107
C  -0.74  -0.12  -3.56  0.001
H  -0.88  -1.03  -4.13  0.106
H  -0.35  1.18  -5.24  0.113
Cd  -0.29  0.59  1.16  1.214
I  -2.55  -0.79  2.34  -0.080
O  2.05  -0.23  -1.58  0.043
C  2.60  0.05  -0.50  -0.498
N  1.96  0.26  0.69  -0.163
S  2.94  0.43  2.01  0.607
O  2.82  1.75  2.58  -0.323
O  2.83  -0.71  2.89  -0.302
C  4.40  0.35  1.02  -0.231
C  5.72  0.51  1.46  -0.030
C  6.73  0.48  0.50  -0.062
C  6.42  0.31  -0.86  -0.064
C  5.09  0.15  -1.27  0.002
C  4.07  0.18  -0.30  -0.136
H  5.91  0.64  2.53  0.122
H  7.77  0.60  0.81  0.106
H  7.22  0.30  -1.60  0.106
H  4.81  0.01  -2.31  0.120

lowest unoccupied orbital energy = -0.2 eV
highest occupied orbital energy = -8.167 eV
net charge = 0
energy = -54107.563 eV
ΔE to the lowest compared entry with this formula, charge and spin = 15.4 kcal per mole
Kohn-Sham gap = 0.292 Ha